1.
Below is a cluster of 2 separate species, C2H7S2 in total, with properties calculated with the ωB97M-V functional and the def2-TZVPD basis.

Structure (XYZ):
```
11
Properties=species:S:1:pos:R:3:forces:R:3:mulliken_charge:R:1
S -2.705 -1.734 -0.858 -0.15 0.06 2.12 -0.914
H -2.866 -1.685 0.584 0.23 -0.08 -2.06 -0.058
C 1.154 -0.611 -0.918 -0.79 -1.67 1.60 -0.700
S 0.591 1.090 -0.827 0.15 0.21 -0.70 -0.071
C 0.143 1.343 0.876 -1.06 1.87 0.90 -0.787
H 0.502 -1.237 -0.167 0.93 1.08 -1.67 0.196
H 0.869 -0.993 -1.971 1.08 0.49 1.79 0.252
H 2.218 -0.678 -0.492 -1.27 -0.20 -1.43 0.275
H -0.889 1.816 0.900 0.79 -1.32 0.05 0.235
H 0.713 2.181 1.303 0.46 -0.31 -0.14 0.304
H 0.269 0.509 1.569 -0.36 -0.14 -0.45 0.268
```
Forces are in eV/Å.

The calculation puts the LUMO energy at 3.334 eV. For the HOMO energy, the calculation gives -0.0904 hartree. As for the gap between HOMO and LUMO: 5.79 eV. As for the charge: -1.



2.
Below is a cluster of 2 separate species, C2H7S2 in total, with properties calculated with the ωB97M-V functional and the def2-TZVPD basis.

Structure (XYZ):
```
11
Properties=species:S:1:pos:R:3:forces:R:3:mulliken_charge:R:1
C -1.359 -0.159 -0.505 1.06 -0.68 -0.23 -0.726
S -2.217 -0.672 -1.990 -0.35 0.26 -1.35 -0.280
H -1.590 -0.814 0.330 -0.46 -0.08 -0.04 0.321
H -0.288 -0.361 -0.697 -0.55 0.91 0.38 0.192
H -1.641 0.850 -0.270 0.50 0.25 0.22 0.325
H -1.685 0.282 -2.851 -0.40 -0.81 0.84 0.099
C 1.723 0.113 1.172 3.14 -1.88 -0.60 -0.834
S 0.714 1.602 1.210 -0.30 -0.19 -0.23 -0.673
H 1.515 -1.002 0.826 -0.90 2.06 0.20 0.195
H 2.740 0.250 0.585 -1.70 0.10 0.86 0.163
H 2.088 -0.089 2.191 -0.05 0.05 -0.05 0.219
```
Forces are in eV/Å.

The calculation puts the LUMO energy at 3.247 eV. For the HOMO energy, the calculation gives -0.0863 hartree. As for the gap between HOMO and LUMO: 5.60 eV. As for the charge: -1.



3.
Below is a cluster of 2 separate species, C2H8 in total, with properties calculated with the ωB97M-V functional and the def2-TZVPD basis.

Structure (XYZ):
```
10
Properties=species:S:1:pos:R:3:forces:R:3:mulliken_charge:R:1
C 3.698 10.039 -9.147 0.02 0.00 0.02 -0.904
H 3.335 9.076 -9.535 0.18 0.37 0.16 0.155
H 3.972 10.694 -9.988 -0.11 -0.25 0.30 0.226
H 4.580 9.870 -8.513 -0.32 0.06 -0.24 0.275
H 2.906 10.518 -8.553 0.28 -0.18 -0.22 0.230
C 0.204 8.988 -10.505 0.00 -0.02 0.00 -0.665
H 1.229 8.757 -10.178 -0.44 0.09 -0.14 -0.010
H -0.497 8.270 -10.055 0.25 0.26 -0.17 0.248
H 0.145 8.920 -11.602 0.02 0.02 0.40 0.231
H -0.061 10.008 -10.187 0.11 -0.37 -0.11 0.215
```
Forces are in eV/Å.

The calculation puts the LUMO energy at 1.141 eV. For the HOMO energy, the calculation gives -0.4778 hartree. As for the gap between HOMO and LUMO: 14.14 eV. Its SMILES is C.C.



4.
Below is a cluster of 2 separate species, C2H8 in total, with properties calculated with the ωB97M-V functional and the def2-TZVPD basis.

Structure (XYZ):
```
10
Properties=species:S:1:pos:R:3:forces:R:3:mulliken_charge:R:1
C 4.225 3.587 2.078 0.00 0.00 0.00 -0.856
H 4.417 2.615 2.556 -0.07 0.36 -0.18 0.214
H 4.056 3.440 1.002 0.06 0.05 0.40 0.214
H 5.093 4.247 2.226 -0.32 -0.25 -0.06 0.214
H 3.334 4.048 2.530 0.33 -0.17 -0.17 0.214
C -4.225 -3.587 -2.078 0.00 0.00 0.00 -0.856
H -3.218 -3.290 -2.409 -0.37 -0.11 0.12 0.214
H -4.444 -3.123 -1.106 0.08 -0.17 -0.36 0.214
H -4.271 -4.682 -1.981 0.02 0.40 -0.04 0.214
H -4.967 -3.254 -2.819 0.27 -0.12 0.27 0.214
```
Forces are in eV/Å.

The calculation puts the LUMO energy at 1.328 eV. For the HOMO energy, the calculation gives -0.4907 hartree. As for the gap between HOMO and LUMO: 14.68 eV. Its SMILES is C.C.



5.
Below is a cluster of 2 separate species, C2H8 in total, with properties calculated with the ωB97M-V functional and the def2-TZVPD basis.

Structure (XYZ):
```
10
Properties=species:S:1:pos:R:3:forces:R:3:mulliken_charge:R:1
C 1.403 -0.493 -0.686 0.20 -0.01 -0.02 -1.058
H 1.037 0.519 -0.912 0.17 -0.40 0.09 0.258
H 2.491 -0.534 -0.844 -0.39 -0.01 0.03 0.285
H 0.908 -1.218 -1.349 0.18 0.25 0.23 0.260
H 1.176 -0.740 0.362 0.13 0.10 -0.42 0.248
C -1.403 0.493 0.686 -0.11 -0.04 -0.02 -0.912
H -2.040 1.249 0.203 0.21 -0.26 0.19 0.260
H -1.996 -0.073 1.419 0.19 0.23 -0.25 0.267
H -0.566 0.991 1.197 -0.31 -0.19 -0.20 0.237
H -1.009 -0.195 -0.077 -0.27 0.33 0.37 0.155
```
Forces are in eV/Å.

The calculation puts the LUMO energy at 1.135 eV. For the HOMO energy, the calculation gives -0.4679 hartree. As for the gap between HOMO and LUMO: 13.87 eV. Its SMILES is C.C.



6.
Below is a cluster of 2 separate species, C2H8BNO3 in total, with properties calculated with the ωB97M-V functional and the def2-TZVPD basis.

Structure (XYZ):
```
15
Properties=species:S:1:pos:R:3:forces:R:3:mulliken_charge:R:1
B 0.295 0.357 -0.285 -0.21 3.72 -1.51 0.565
C 2.661 1.065 -0.016 -0.70 -2.31 2.63 -0.513
C -0.474 -1.920 0.142 -1.73 0.44 -0.73 -0.616
N -2.807 0.818 0.468 -0.46 -0.02 -0.43 -0.331
O 1.298 1.255 -0.450 -0.72 -0.23 0.35 -0.421
O 0.421 -0.831 0.113 0.51 -2.68 1.58 -0.287
O -2.263 0.554 -0.755 2.54 -0.61 -0.13 -0.420
H 2.858 1.660 0.885 -0.02 0.78 -0.82 0.261
H 3.270 1.227 -0.864 0.86 0.31 -0.48 0.281
H 2.886 0.030 0.499 -0.76 1.32 -1.69 0.199
H 0.150 -2.737 -0.168 -0.11 -0.88 0.54 0.278
H -1.223 -1.758 -0.684 0.44 -0.17 1.07 0.328
H -1.006 -1.994 1.142 0.94 -0.15 -1.24 0.207
H -3.670 1.232 0.155 -0.60 0.69 0.73 0.269
H -3.058 -0.066 0.907 0.02 -0.21 0.12 0.200
```
Forces are in eV/Å.

The calculation puts the LUMO energy (spin up / spin down) at 0.310 / 0.036 eV. For the HOMO energy (spin up / spin down), the calculation gives -0.3087 / -0.2513 hartree. As for the gap between HOMO and LUMO (spin up / spin down): 8.71 / 6.87 eV.



7.
Below is an isolated molecule of C2H8BO2PS, with properties calculated with the ωB97M-V functional and the def2-TZVPD basis.

Structure (XYZ):
```
15
Properties=species:S:1:pos:R:3:forces:R:3:mulliken_charge:R:1
C -0.816 0.272 2.282 -0.10 -0.18 -0.35 -0.636
C -1.245 -0.224 1.123 0.23 0.14 0.10 -0.341
P -0.007 -0.818 -0.192 -0.77 0.72 1.14 0.035
S 1.584 -1.613 -1.628 0.43 -0.16 -0.72 -0.454
B 0.278 0.902 -1.036 -0.02 0.19 -0.58 0.704
O 0.064 1.077 -2.378 -0.29 0.17 0.38 -0.513
O 0.731 1.963 -0.319 0.56 -0.69 0.22 -0.448
H 0.211 0.595 2.403 0.29 -0.43 0.17 0.206
H -1.445 0.363 3.153 -0.28 0.50 -0.01 0.266
H -2.314 -0.312 0.956 -0.14 -0.43 0.08 0.314
H 0.815 -1.283 0.847 0.10 0.04 -0.12 0.054
H -0.972 -1.647 -0.780 0.12 -0.07 -0.09 0.096
H 2.416 -2.238 -0.788 -0.11 -0.01 0.19 0.111
H -0.574 0.463 -2.738 0.11 -0.33 -0.40 0.296
H 1.274 2.499 -0.904 -0.12 0.54 -0.02 0.309
```
Forces are in eV/Å.

The calculation puts the LUMO energy at 0.259 eV. For the HOMO energy, the calculation gives -0.3101 hartree. As for the gap between HOMO and LUMO: 8.70 eV. Its SMILES is C=C[PH2](S)B(O)O.



8.
Below is an isolated molecule of C2H8Br2Si3, with properties calculated with the ωB97M-V functional and the def2-TZVPD basis.

Structure (XYZ):
```
15
Properties=species:S:1:pos:R:3:forces:R:3:mulliken_charge:R:1
Br 3.917 0.303 -0.090 -0.82 -0.92 -0.03 -0.323
Si 1.753 -0.530 -0.401 1.03 1.86 0.31 0.399
C 0.851 1.133 -0.378 -0.20 1.62 -1.84 -0.708
Si -1.020 0.854 -0.333 1.02 -0.43 0.75 0.397
C -1.184 -0.704 0.896 1.83 0.65 -1.03 -0.870
Si 0.372 -1.792 0.976 0.62 -1.00 0.26 0.441
Br 0.326 -3.733 -0.206 -0.44 0.21 -0.30 -0.280
H 1.647 -1.232 -1.680 0.19 0.02 -0.31 -0.082
H 1.119 1.868 -1.297 -0.40 -1.77 2.13 0.300
H 1.076 1.681 0.561 0.20 -0.35 -0.47 0.338
H -1.677 1.885 0.481 -0.25 0.32 -0.27 -0.134
H -1.474 0.860 -1.789 -0.19 -0.47 0.93 -0.099
H -1.410 -0.393 1.905 -0.49 0.21 0.14 0.391
H -1.910 -1.298 0.438 -1.66 -1.21 -0.11 0.371
H 0.847 -2.578 2.195 -0.44 1.25 -0.15 -0.140
```
Forces are in eV/Å.

The calculation puts the LUMO energy at -0.040 eV. For the HOMO energy, the calculation gives -0.3525 hartree. As for the gap between HOMO and LUMO: 9.55 eV. Its SMILES is Br[Si@@H]1C[SiH2]C[Si@H]1Br.



What energy above the lowest of the compared OMol25 structures with the same formula, charge and spin values result from the calculations? In sequence: 27.9, 31.6, 0.3, 0.4, 1.4, 158.5, 0.0, 4.9 kcal/mol.
What electronic energy values result from the calculations? In sequence: -23858.0050, -23857.8453, -2203.6195, -2203.6175, -2203.5734, -10508.8241, -27099.2102, -165923.2914 eV.